The following is a DFT calculation (ωB97M-V/def2-TZVPD) of the molecule C24H30N6O3S in a non-equilibrium geometry.

Geometry (Å):
C: -4.73 -2.30 -5.23
C: -4.55 -3.31 -4.10
O: -4.87 -2.73 -2.83
C: -3.93 -2.02 -2.23
O: -2.83 -1.82 -2.66
C: -4.43 -1.49 -0.88
N: -3.34 -1.39 0.07
C: -2.79 -2.57 0.46
O: -3.27 -3.63 0.13
C: -1.54 -2.49 1.31
S: -0.15 -1.82 0.33
C: 0.25 -0.45 1.32
N: -0.17 -0.23 2.54
N: 0.30 0.95 2.92
C: 1.01 1.46 1.94
C: 1.60 2.79 2.04
C: 2.77 3.19 1.40
C: 3.21 4.49 1.58
N: 2.59 5.38 2.34
C: 1.50 4.99 2.97
C: 0.96 3.72 2.86
N: 1.02 0.59 0.88
C: 1.57 0.69 -0.45
C: 2.71 -0.31 -0.68
C: 3.89 -0.12 0.27
N: 4.71 -1.32 0.34
C: 5.44 -1.56 -0.88
C: 5.60 -1.28 1.48
C: -2.84 -0.10 0.36
C: -2.99 0.44 1.64
C: -2.54 1.72 1.91
C: -1.93 2.46 0.91
C: -1.79 1.93 -0.36
C: -2.24 0.66 -0.64
H: -4.03 -1.48 -5.12
H: -4.53 -2.79 -6.18
H: -5.74 -1.91 -5.23
H: -3.51 -3.66 -4.07
H: -5.23 -4.15 -4.21
H: -4.87 -0.50 -1.03
H: -5.19 -2.17 -0.51
H: -1.27 -3.50 1.62
H: -1.63 -1.83 2.17
H: 3.35 2.51 0.79
H: 4.11 4.84 1.09
H: 1.03 5.74 3.60
H: 0.07 3.43 3.39
H: 1.90 1.72 -0.60
H: 0.76 0.47 -1.16
H: 3.02 -0.20 -1.72
H: 2.32 -1.32 -0.55
H: 3.50 0.06 1.28
H: 4.49 0.76 -0.04
H: 6.03 -2.47 -0.76
H: 4.74 -1.71 -1.70
H: 6.12 -0.73 -1.13
H: 5.01 -1.17 2.40
H: 6.32 -0.45 1.43
H: 6.14 -2.22 1.54
H: -3.46 -0.15 2.41
H: -2.65 2.12 2.90
H: -1.58 3.46 1.12
H: -1.32 2.52 -1.14
H: -2.13 0.22 -1.62

Highest occupied orbital energy   -8.4 eV
E   -51293.579 eV
ΔE to the lowest compared entry with this formula, charge and spin   8.7 kJ/mol
SMILES   CCOC(=O)CN(C(=O)CSc1nnc(-c2ccncc2)n1CCCN(C)C)c1ccccc1

Here are the Löwdin charges for atoms 1 to 8, given in e: atom 1 (C): -0.062, atom 2 (C): -0.206, atom 3 (O): 0.010, atom 4 (C): -0.478, atom 5 (O): 0.113, atom 6 (C): -0.019, atom 7 (N): -0.007, atom 8 (C): -0.509